Record 1
Here is an isolated molecule of C4H6N2O in a non-equilibrium geometry from the OMol25 dataset. Energies are from ωB97M-V/def2-TZVPD.

Last column: Löwdin spin population.
Geometry (Å):
C 2.1328 0.3598 0.0905  0.090
C 0.9358 -1.6413 0.0862  0.726
C 0.9084 -0.3442 0.0084  0.497
C -1.5581 0.5182 -0.5255  0.018
N 3.2002 0.7016 0.4038  0.229
N -0.1035 0.6583 -0.4783  0.310
O -2.2704 1.0602 0.5944  0.027
H 0.0891 -2.1871 0.2400  0.057
H 1.8537 -2.2032 0.3926  0.036
H -1.8282 -0.5746 -0.6669  0.001
H -1.8529 1.2524 -1.2767  0.006
H 0.3413 1.5850 -0.3031  0.003
H -1.8482 0.8149 1.4346  0.000

The calculation puts the relative energy (zero: lowest compared OMol25 entry of this formula, charge and spin) at 28.08 kcal per mole. The spin multiplicity is 3. As for the HOMO energy (spin up / spin down): -5.88 / -10.52 eV. Its expectation value of S² is 2.014. The calculation puts the LUMO energy (spin up / spin down) at 0.54 / -2.80 eV. The energy is -340.55414 Eh.

Record 2
Here is an isolated ion of composition H3INS and charge +1 in a non-equilibrium geometry from the OMol25 dataset. Energies are from ωB97M-V/def2-TZVPD.

Last column: natural (NBO) charge in e.
Geometry (Å):
N 0.9877 -0.0024 0.1947  -0.905
S -0.4362 0.5373 -0.5562  0.599
I -2.2061 -1.0481 -0.2072  0.285
H 1.6257 -0.2534 -0.5447  0.417
H 0.8121 -0.7857 0.8098  0.416
H -0.7832 1.5523 0.3037  0.187

The total charge is +1. The calculation puts the relative energy (zero: lowest compared OMol25 entry of this formula, charge and spin) at 0.00 kcal per mole. The spin multiplicity is 1. As for the HOMO energy: -15.39 eV. The calculation puts the LUMO energy at -6.59 eV. The energy is -752.12058 Eh.

Record 3
Here is a 2-piece molecular cluster, C3H4BrN overall in a non-equilibrium geometry from the OMol25 dataset. Energies are from ωB97M-V/def2-TZVPD.

Last column: natural (NBO) charge in e.
Geometry (Å):
C -0.6710 1.8946 -0.0258  -0.331
C 0.1191 -1.1040 -0.1037  -0.077
C 0.6626 0.0158 0.4677  -0.039
N -0.0397 -2.2975 0.1245  -0.582
Br 2.3642 0.5089 0.0471  0.210
H -0.1039 2.6499 0.5386  0.116
H -1.5366 1.6121 0.5385  0.107
H -0.2387 -0.5461 -1.0476  0.249
H -0.5560 -2.7338 -0.5393  0.346

The calculation puts the relative energy (zero: lowest compared OMol25 entry of this formula, charge and spin) at 178.66 kcal per mole. The spin multiplicity is 1. As for the HOMO energy (spin up / spin down): -9.01 / -8.38 eV. The calculation puts the LUMO energy (spin up / spin down) at -1.48 / -1.59 eV. The energy is -2745.17730 Eh.

Record 4
Here is an isolated ion of composition C5H7N2O and charge +1 in a non-equilibrium geometry from the OMol25 dataset. Energies are from ωB97M-V/def2-TZVPD.

Last column: natural (NBO) charge in e.
Geometry (Å):
C -1.7780 -1.9593 0.7915  -0.211
C -1.5587 -0.7164 1.3037  -0.296
C -0.2823 -0.1672 0.9298  0.219
N 0.2609 -0.3089 -0.2728  -0.431
C 1.3596 0.4552 -0.9624  -0.083
N 1.6110 1.7270 -0.4145  -0.611
C 1.0728 2.0252 -1.5726  0.809
O 0.6173 2.6199 -2.4588  -0.414
H -2.5412 -2.6516 1.1575  0.245
H -0.9691 -2.4426 0.1851  0.193
H -2.0926 -0.1629 2.0125  0.257
H -0.0183 0.6833 1.4959  0.227
H -0.1555 -0.9960 -0.8973  0.427
H 2.0660 -0.2029 -1.4582  0.233
H 2.4080 2.0971 0.1606  0.437

The total charge is +1. The calculation puts the relative energy (zero: lowest compared OMol25 entry of this formula, charge and spin) at 68.50 kcal per mole. The spin multiplicity is 1. As for the HOMO energy (spin up / spin down): -13.39 / -13.39 eV. The calculation puts the LUMO energy (spin up / spin down) at -5.43 / -5.43 eV. The energy is -379.09353 Eh.

Record 5
Here is an isolated molecule of C6H15BO in a non-equilibrium geometry from the OMol25 dataset. Energies are from ωB97M-V/def2-TZVPD.

Last column: natural (NBO) charge in e.
Geometry (Å):
B 2.8484 0.8253 -0.3247  0.573
O 1.6749 0.3920 -0.6095  -0.747
C 0.6574 -0.5553 0.3662  0.150
C 0.6644 -1.9080 -0.1805  -0.673
C -0.6994 0.2010 0.1112  -0.068
C -0.6288 1.6532 0.6868  -0.603
C -1.0303 0.3609 -1.3519  -0.643
C -1.7800 -0.5084 0.9180  -0.620
H 3.4924 0.7147 0.7004  -0.120
H 3.1408 1.3923 -1.2795  -0.106
H 1.0477 -0.3900 1.4104  0.212
H -0.1999 -2.4706 0.2472  0.234
H 0.2644 -1.9231 -1.2652  0.230
H 1.6048 -2.4231 -0.1484  0.234
H 0.3344 2.0405 0.5726  0.224
H -0.8124 1.5989 1.7664  0.200
H -1.5242 2.0653 0.1833  0.206
H -1.4514 -0.6019 -1.8431  0.210
H 0.0437 0.5198 -1.8424  0.262
H -1.5379 1.2651 -1.4199  0.212
H -1.8487 -1.5147 0.4351  0.198
H -1.6127 -0.8436 1.9567  0.216
H -2.6476 0.1097 0.9110  0.218

The calculation puts the relative energy (zero: lowest compared OMol25 entry of this formula, charge and spin) at 46.68 kcal per mole. The spin multiplicity is 1. As for the HOMO energy: -9.74 eV. The calculation puts the LUMO energy at 0.79 eV. The energy is -337.63716 Eh.

Record 6
Here is a 8-piece molecular cluster, C25H38BN4O23 overall in a non-equilibrium geometry from the OMol25 dataset. Energies are from ωB97M-V/def2-TZVPD.

Last column: Mulliken charge in e.
Geometry (Å):
C -3.9732 -2.9734 -2.0018  -0.908
N -2.9405 -3.9749 -2.0143  -0.152
C -1.7939 -3.9402 -1.3294  0.750
N -0.9186 -4.9190 -1.3360  -0.598
C 0.0342 -4.5386 -0.5231  -0.217
N -0.1816 -3.3531 0.0008  0.707
C 0.6211 -2.6240 0.9635  -0.409
B -0.0752 -2.5135 2.3802  0.399
O -1.4309 -2.7106 2.5137  -0.514
O 0.7225 -2.1606 3.3967  -0.495
N -1.3697 -2.9332 -0.5391  -0.078
H -4.1002 -2.5389 -2.9756  0.323
H -3.7287 -2.1969 -1.3060  0.279
H -4.8962 -3.4046 -1.6785  0.349
H -3.0915 -4.8140 -2.5390  0.275
H 0.9026 -5.0996 -0.2723  0.277
H 1.5046 -3.2070 1.0939  0.098
H 0.8723 -1.6421 0.6099  0.263
H -1.7024 -3.5450 2.8948  0.307
H 0.3758 -2.3985 4.2577  0.305
H -1.7557 -2.0408 -0.2978  0.200
C 0.8545 -3.7202 -3.9270  0.401
C -0.0642 -4.4052 -4.9216  -0.239
O -0.2823 -3.3650 -5.8819  -0.369
C 0.7615 -2.4952 -5.8221  0.607
O 0.9496 -1.6176 -6.5929  -0.520
O 1.5342 -2.7672 -4.7457  -0.312
H 1.5673 -4.3932 -3.4595  0.304
H 0.3116 -3.1820 -3.1517  -0.356
H 0.4071 -5.2555 -5.4153  0.264
H -1.0085 -4.7248 -4.4897  0.182
C 2.5961 1.3779 -1.0203  0.040
C 2.6108 1.3468 -2.5348  -0.292
O 2.5406 -0.0729 -2.8107  -0.394
C 2.0166 -0.6788 -1.7492  0.467
O 1.7280 -1.8426 -1.6952  -0.365
O 1.8867 0.1530 -0.7118  -0.190
H 2.0875 2.2374 -0.6217  -0.205
H 3.5889 1.3133 -0.5829  0.392
H 1.7383 1.8308 -2.9684  0.069
H 3.5089 1.7794 -2.9622  0.367
C -2.5254 1.7811 -3.7762  -0.414
C -2.1636 0.5237 -3.0086  -0.059
O -0.9657 0.9122 -2.3277  -0.022
C -0.9617 2.2682 -2.2130  0.309
O -0.1810 2.8929 -1.5812  -0.479
O -1.9576 2.8014 -2.9472  -0.377
H -3.5944 1.9319 -3.8824  0.325
H -2.0534 1.8193 -4.7582  0.275
H -2.9241 0.2723 -2.2640  0.125
H -1.9707 -0.3344 -3.6485  0.277
C 0.3915 5.1240 1.5917  -0.004
C 0.5846 4.4272 2.9216  -0.030
O 1.5869 3.4392 2.5961  -0.386
C 2.2786 3.8754 1.5296  0.779
O 3.2780 3.3603 1.1247  -0.622
O 1.6866 4.9483 0.9744  -0.378
H 0.1600 6.1798 1.6928  0.346
H -0.3651 4.6477 0.9679  0.031
H 0.9606 5.0672 3.7090  -0.031
H -0.3230 3.9479 3.2773  0.350
C 5.3163 -5.6198 0.5451  -0.373
C 4.3554 -5.0107 1.5520  -0.283
O 3.0771 -5.4045 1.0151  -0.281
C 3.2600 -6.5136 0.2441  0.631
O 2.3733 -7.1648 -0.2023  -0.540
O 4.5657 -6.7440 0.0580  -0.334
H 6.2515 -5.9541 0.9814  0.311
H 5.5257 -4.9526 -0.2910  0.265
H 4.4616 -5.4417 2.5473  0.255
H 4.4213 -3.9289 1.6184  0.324
C -5.6386 4.4445 -0.9502  -0.315
C -4.7927 5.7061 -0.9491  -0.271
O -3.9880 5.5170 0.2217  -0.318
C -3.9071 4.2017 0.4904  0.683
O -3.1856 3.7248 1.3034  -0.522
O -4.7791 3.5057 -0.2808  -0.328
H -5.8854 4.0881 -1.9461  0.282
H -6.5549 4.5545 -0.3699  0.269
H -4.1373 5.7737 -1.8175  0.240
H -5.3728 6.6192 -0.8633  0.297
C 1.3532 4.4726 8.1510  -0.342
C 0.5860 3.6527 7.1288  -0.320
O 0.5093 4.5530 6.0127  -0.271
C 1.5366 5.4409 6.1167  0.681
O 1.8578 6.2065 5.2673  -0.551
O 2.1392 5.3283 7.3133  -0.340
H 1.9977 3.8798 8.7922  0.300
H 0.6997 5.0903 8.7676  0.260
H 1.1255 2.7573 6.8176  0.264
H -0.4120 3.3775 7.4562  0.294

The total charge is +1. The spin multiplicity is 1. As for the HOMO energy: -12.22 eV. The calculation puts the LUMO energy at -2.39 eV. The energy is -2949.80160 Eh.